DFT (ωB97M-V with the def2-TZVPD basis set) results for an isolated molecule of C22H25N3O6S.

Structure (XYZ):
```
57
C22H25N3O6S (ωB97M-V with the def2-TZVPD basis set)
C 6.68 3.92 1.33
O 6.67 2.52 1.34
C 5.92 1.86 0.40
C 5.16 2.48 -0.59
C 4.44 1.71 -1.48
C 4.47 0.32 -1.42
C 3.64 -0.52 -2.36
N 2.55 -1.14 -1.64
C 2.52 -2.46 -1.35
O 3.32 -3.26 -1.78
C 1.38 -2.86 -0.41
C 1.62 -2.22 0.97
C 0.42 -2.42 1.89
N -0.79 -1.92 1.27
S -0.83 -0.24 1.18
O -0.16 0.29 0.01
O -0.42 0.26 2.45
C -2.59 0.02 0.98
C -3.44 -0.40 1.97
C -4.81 -0.20 1.84
C -5.31 0.43 0.70
C -4.42 0.89 -0.29
C -3.06 0.67 -0.15
N -4.95 1.59 -1.37
C -6.28 1.72 -1.61
O -6.72 2.39 -2.51
C -7.16 0.89 -0.69
O -6.64 0.65 0.61
C -1.10 -2.59 0.03
C 0.02 -2.47 -1.00
C 5.23 -0.29 -0.43
C 5.95 0.47 0.47
H 7.08 4.32 0.39
H 7.32 4.22 2.15
H 5.68 4.33 1.49
H 5.12 3.55 -0.67
H 3.85 2.20 -2.24
H 3.24 0.09 -3.17
H 4.24 -1.34 -2.77
H 1.90 -0.51 -1.18
H 1.43 -3.95 -0.29
H 1.78 -1.14 0.87
H 2.52 -2.65 1.42
H 0.27 -3.48 2.11
H 0.56 -1.87 2.82
H -3.03 -0.88 2.84
H -5.50 -0.52 2.60
H -2.36 1.01 -0.89
H -4.30 2.06 -2.00
H -7.35 -0.07 -1.20
H -8.11 1.40 -0.55
H -1.29 -3.64 0.27
H -2.02 -2.15 -0.36
H -0.19 -3.12 -1.86
H 0.05 -1.44 -1.36
H 5.25 -1.36 -0.37
H 6.54 0.00 1.24
```

SMILES: COc1ccc(CNC(=O)C2CCN(S(=O)(=O)c3ccc4c(c3)NC(=O)CO4)CC2)cc1
HOMO energy in eV: -8.34
LUMO energy in eV: 0.39
Maximum force in eV Å⁻¹: 1.050
ΔE to the lowest compared entry with this formula, charge and spin in kcal per mole: 39.6

Per-atom Löwdin charges, elementary charge units:
1. C -0.09
2. O -0.09
3. C -0.28
4. C -0.02
5. C -0.04
6. C -0.22
7. C -0.12
8. N 0.09
9. C -0.48
10. O 0.06
11. C -0.21
12. C -0.13
13. C -0.19
14. N -0.23
15. S 0.69
16. O -0.29
17. O -0.27
18. C -0.28
19. C -0.05
20. C 0.03
21. C -0.20
22. C -0.15
23. C 0.01
24. N 0.16
25. C -0.45
26. O 0.09
27. C -0.06
28. O 0.00
29. C -0.18
30. C -0.13
31. C -0.02
32. C 0.00
33. H 0.09
34. H 0.09
35. H 0.10
36. H 0.10
37. H 0.11
38. H 0.12
39. H 0.13
40. H 0.12
41. H 0.15
42. H 0.10
43. H 0.13
44. H 0.13
45. H 0.12
46. H 0.12
47. H 0.13
48. H 0.12
49. H 0.17
50. H 0.15
51. H 0.14
52. H 0.13
53. H 0.12
54. H 0.13
55. H 0.09
56. H 0.12
57. H 0.12